(1)
Formula: C28H35AlN3O
Source: OMol25
Level of theory: ωB97M-V with the def2-TZVPD basis set

```
68
Properties=species:S:1:pos:R:3:forces:R:3
Al -0.655 -0.270 0.026 0.703 -1.729 -1.946
N -2.209 -2.934 0.233 -0.691 1.340 -0.027
N 1.019 -2.198 -0.884 0.912 2.204 -0.642
C 0.229 2.296 -0.343 0.522 -0.742 1.453
C 1.592 2.029 -0.138 -0.591 -0.140 0.490
C 1.751 1.216 1.012 -1.613 0.011 0.342
C 3.025 0.803 1.649 0.560 -0.454 0.050
H 3.881 1.262 1.138 -0.112 -0.124 0.134
H 3.161 -0.292 1.602 0.044 0.303 0.043
H 3.068 1.096 2.713 -0.011 -0.081 -0.329
C 0.473 0.941 1.558 -0.065 1.735 -0.669
C 0.172 0.410 2.918 -0.059 -0.299 0.497
H -0.041 1.221 3.640 0.058 -0.216 -0.246
H 1.029 -0.157 3.306 -0.267 0.034 -0.067
H -0.703 -0.266 2.924 0.309 0.161 0.060
C -0.535 1.643 0.718 1.836 0.693 -0.020
C -1.862 2.136 1.218 -0.088 -0.036 0.116
H -2.332 1.365 1.840 -0.174 0.251 -0.168
H -2.529 2.373 0.375 0.071 -0.129 0.401
H -1.746 3.044 1.834 0.002 -0.168 -0.143
C 2.743 2.569 -0.915 0.304 0.030 -0.355
H 3.411 3.166 -0.271 -0.173 -0.113 -0.176
H 2.392 3.218 -1.726 0.142 -0.111 0.063
H 3.355 1.764 -1.354 -0.154 0.264 0.091
C -0.324 3.179 -1.391 -0.289 0.307 -0.755
H -1.421 3.151 -1.378 0.210 0.087 -0.094
H 0.004 2.867 -2.400 -0.187 0.161 0.309
H -0.010 4.230 -1.248 -0.139 -0.318 -0.044
C -3.224 -3.876 0.221 -0.971 -0.295 -0.243
H -4.256 -3.454 0.138 1.126 -0.532 -0.067
C -2.926 -5.213 0.296 -0.325 1.090 -0.254
H -3.695 -5.949 0.116 -0.146 -0.048 0.283
C -1.604 -5.572 0.552 1.134 -1.486 0.376
H -1.327 -6.628 0.724 -0.275 0.648 -0.140
C -0.585 -4.580 0.636 -1.175 0.671 0.121
H 0.355 -4.814 1.121 0.280 -0.078 -0.704
C -0.869 -3.255 0.354 1.885 -2.043 1.146
C 0.278 -2.257 0.404 -0.898 0.640 2.565
H 0.884 -2.455 1.374 -0.589 0.181 -1.888
C 0.368 -1.097 -1.483 -1.146 1.201 0.378
C 2.360 -1.918 -1.329 0.464 -0.317 -0.278
H 3.243 -2.284 -0.873 0.461 -0.819 0.376
C 2.392 -1.129 -2.450 -1.374 -0.363 0.258
H 3.071 -0.910 -3.282 0.179 -0.449 1.024
N 1.059 -0.691 -2.601 -0.206 -0.282 -0.669
C 0.340 -0.012 -3.596 1.103 -0.275 0.780
C 0.908 1.056 -4.289 -0.947 0.912 -1.073
C 0.055 1.854 -5.089 0.262 -0.570 0.419
H 0.498 2.689 -5.641 -0.157 -0.158 0.164
C -1.318 1.620 -5.168 0.498 -0.672 0.396
C -2.207 2.475 -5.992 -0.263 0.202 -0.185
H -3.107 2.734 -5.434 -0.087 0.124 -0.052
H -2.524 1.961 -6.904 -0.024 0.042 -0.050
H -1.693 3.390 -6.276 -0.057 0.165 -0.092
C -1.839 0.502 -4.493 0.278 0.074 0.085
H -2.922 0.282 -4.567 0.709 0.053 0.026
C -1.016 -0.342 -3.742 -1.207 0.012 -0.433
C -1.607 -1.627 -3.214 -0.567 -0.591 0.215
H -1.371 -2.485 -3.870 -0.013 0.384 0.068
H -2.704 -1.538 -3.150 0.308 -0.048 -0.179
H -1.250 -1.897 -2.197 -0.344 0.272 -0.903
C 2.363 1.403 -4.262 0.593 0.337 -0.051
H 2.900 0.939 -5.111 -0.151 0.068 0.322
H 2.871 1.101 -3.338 -0.275 0.206 -0.318
H 2.482 2.495 -4.375 0.009 -0.418 0.061
O -2.416 -0.275 -0.403 -0.062 0.434 0.047
H -2.716 0.376 -1.067 0.369 -0.601 0.624
H -2.534 -1.955 0.273 0.539 -0.594 -0.524
```
Positions in Å, forces in eV/Å.

Summary:
LUMO (alpha / beta) ... 2.8 / 2.8 eV
Multiplicity ... 1
Total charge ... -1
Relative energy (zero: lowest compared OMol25 entry of this formula, charge and spin) ... 0.15 kcal per mole
HOMO (alpha / beta) ... -1.87 / -1.32 eV

Löwdin population analysis, charges in e, atoms 1 to 6: atom 1 (Al): 0.353, atom 2 (N): 0.053, atom 3 (N): -0.037, atom 4 (C): -0.218, atom 5 (C): -0.219, atom 6 (C): -0.222

(2)
Formula: C28H35AsBrIN2O2PdS2Sb
Source: OMol25
Level of theory: ωB97M-V with the def2-TZVPD basis set

```
74
Properties=species:S:1:pos:R:3:forces:R:3
Pd 0.088 1.493 -0.907 -0.302 -0.428 0.062
S 0.104 1.138 1.462 0.236 0.484 -1.542
Sb 1.071 -1.061 1.549 -0.173 -0.383 0.541
C 1.904 -0.790 3.479 -0.109 -0.175 -0.665
C 3.257 -0.914 3.769 -0.032 0.091 0.232
C 3.677 -0.648 5.066 -0.035 -0.007 -0.065
C 2.759 -0.262 6.035 0.048 0.009 0.007
C 1.408 -0.150 5.729 -0.015 0.010 -0.074
C 0.967 -0.417 4.441 0.107 -0.008 0.090
C 2.361 -1.493 -0.084 -0.381 0.203 0.404
C 1.845 -1.440 -1.375 0.048 -0.059 -0.149
C 2.697 -1.633 -2.455 -0.009 -0.004 0.057
C 4.054 -1.843 -2.240 0.006 0.020 0.046
C 4.555 -1.901 -0.945 0.005 0.006 0.003
C 3.708 -1.737 0.146 0.035 0.060 -0.099
C -0.634 -2.299 1.790 0.323 0.290 -0.210
C -1.877 -1.697 1.951 -0.068 -0.187 -0.006
C -2.974 -2.503 2.227 0.026 0.018 0.062
C -2.824 -3.882 2.329 0.012 0.012 -0.048
C -1.580 -4.470 2.136 -0.016 0.002 0.030
C -0.471 -3.677 1.872 0.050 -0.016 -0.038
H 3.987 -1.218 3.035 -0.014 0.039 -0.025
H 4.727 -0.743 5.309 -0.018 0.000 0.057
H 3.102 -0.047 7.038 -0.013 -0.021 0.013
H 0.695 0.144 6.487 0.027 -0.017 0.031
H -0.091 -0.345 4.212 -0.004 -0.033 -0.008
H 0.793 -1.260 -1.551 0.065 -0.091 0.053
H 2.297 -1.631 -3.461 0.020 0.043 -0.005
H 4.725 -1.965 -3.080 -0.022 -0.054 0.010
H 5.610 -2.071 -0.777 -0.015 -0.035 -0.014
H 4.114 -1.801 1.144 0.016 0.007 -0.017
H -2.001 -0.628 1.846 0.005 0.007 0.043
H -3.947 -2.051 2.373 0.004 -0.013 0.018
H -3.681 -4.501 2.560 0.012 0.007 -0.016
H -1.468 -5.544 2.205 0.004 0.013 0.013
H 0.498 -4.144 1.734 -0.001 0.000 0.031
O -1.189 -0.333 -0.883 0.199 0.674 -0.027
S -1.817 -1.009 -2.146 -0.096 -0.257 0.048
C -1.606 -2.791 -1.842 0.046 -0.071 -0.058
C -2.975 -3.404 -2.109 -0.085 0.121 0.078
C -3.968 -2.480 -1.408 0.005 -0.102 -0.011
C -3.620 -1.066 -1.866 -0.032 -0.095 -0.025
H -1.322 -2.877 -0.789 -0.027 0.065 -0.037
H -0.806 -3.170 -2.477 -0.001 0.038 -0.015
H -3.021 -4.422 -1.726 0.050 -0.015 -0.035
H -3.176 -3.436 -3.182 0.001 -0.072 0.010
H -3.866 -2.571 -0.325 0.014 0.025 -0.049
H -4.996 -2.724 -1.673 -0.020 0.060 0.020
H -3.873 -0.272 -1.165 0.056 0.047 -0.038
H -4.062 -0.851 -2.840 0.019 0.090 0.018
I -1.769 1.799 -6.974 0.074 0.003 0.144
C -0.541 1.737 -5.316 -0.150 -0.007 -0.199
C 0.838 1.762 -5.297 -0.125 -0.016 0.038
N 1.216 1.687 -4.008 0.227 0.017 -0.154
N 0.158 1.614 -3.193 -0.368 0.011 1.200
C -0.920 1.651 -3.974 0.043 0.114 -0.145
H 1.541 1.826 -6.112 0.085 0.004 0.091
H 2.151 1.728 -3.635 0.010 -0.041 0.083
H -1.916 1.643 -3.564 0.029 -0.019 0.043
C -0.379 4.466 1.869 0.025 -0.078 -0.093
As -0.508 4.723 -0.024 0.476 0.677 0.319
C -2.002 5.835 -0.461 -0.116 -0.360 -0.137
C 1.105 5.463 -0.733 -0.027 -0.026 -0.002
O -0.852 3.231 -0.841 0.504 -1.048 -0.020
H -0.615 5.406 2.367 -0.011 0.048 -0.052
H 0.632 4.160 2.127 0.011 -0.026 -0.008
H -1.092 3.702 2.171 -0.062 0.046 0.022
H -1.864 6.808 0.010 0.092 -0.022 0.048
H -2.908 5.362 -0.090 -0.028 0.041 0.037
H -2.062 5.945 -1.541 0.036 0.026 -0.024
H 1.216 6.489 -0.382 -0.075 0.005 0.022
H 1.040 5.451 -1.819 -0.010 0.017 -0.015
H 1.956 4.873 -0.401 -0.021 0.000 0.021
Br 2.416 2.033 -0.796 -0.570 0.339 0.077
```
Positions in Å, forces in eV/Å.

Summary:
LUMO (alpha / beta) ... -12.0 / -12.0 eV
Multiplicity ... 1
Total charge ... +3
Relative energy (zero: lowest compared OMol25 entry of this formula, charge and spin) ... 54.53 kcal per mole
HOMO (alpha / beta) ... -15.62 / -15.62 eV

Löwdin population analysis, charges in e, atoms 1 to 6: atom 1 (Pd): 0.667, atom 2 (S): 0.276, atom 3 (Sb): 1.492, atom 4 (C): -0.362, atom 5 (C): -0.099, atom 6 (C): -0.038

(3)
Formula: C28H35AsNO7RuS4
Source: OMol25
Level of theory: ωB97M-V with the def2-TZVPD basis set

```
77
Properties=species:S:1:pos:R:3:forces:R:3
Ru 0.020 -0.156 0.447 -0.132 0.090 0.449
C -2.177 3.783 0.731 -0.130 0.158 0.041
C -3.510 3.294 0.179 -0.055 0.115 0.015
S -3.301 1.993 -1.051 0.089 -0.054 -0.089
C -4.345 0.663 -0.422 -0.079 -0.061 -0.009
C -4.151 0.211 1.018 -0.124 0.014 0.052
S -2.548 -0.477 1.527 0.197 -0.080 -0.132
C -2.228 0.482 3.024 -0.045 0.049 0.037
C -2.037 1.996 2.871 -0.045 -0.049 0.023
S -1.064 2.564 1.447 0.204 -0.161 0.037
H -2.355 4.553 1.486 -0.021 0.022 -0.037
H -1.596 4.259 -0.060 0.036 -0.059 -0.027
H -4.024 4.135 -0.289 -0.010 0.007 0.025
H -4.159 2.943 0.980 0.009 -0.044 -0.010
H -4.181 -0.162 -1.116 0.063 -0.013 -0.007
H -5.394 0.952 -0.527 0.006 0.003 -0.010
H -4.896 -0.559 1.224 -0.009 0.021 -0.011
H -4.362 1.033 1.701 -0.003 0.005 0.023
H -1.328 0.034 3.440 -0.052 0.004 -0.065
H -3.049 0.298 3.720 0.000 0.010 -0.003
H -1.538 2.356 3.773 0.015 -0.007 -0.043
H -3.003 2.496 2.805 -0.020 0.011 0.011
O 2.504 -0.032 0.593 0.026 0.105 0.110
As 2.427 -1.463 1.676 -0.093 -0.170 -0.268
O 3.421 -2.636 1.131 -0.254 0.160 0.131
O 0.750 -1.761 1.560 0.303 -0.028 -0.080
C 2.978 -0.892 3.434 -0.006 0.124 0.147
C 3.814 -1.807 4.061 -0.007 0.086 0.063
C 4.272 -1.559 5.350 0.035 -0.061 -0.022
C 3.910 -0.398 6.006 -0.024 0.073 0.029
C 3.090 0.535 5.379 0.034 -0.085 -0.061
C 2.625 0.290 4.100 0.106 -0.109 -0.021
S 1.620 1.520 3.301 0.136 -0.111 -0.425
O 2.471 2.131 2.279 0.063 -0.069 0.078
O 1.113 2.410 4.309 -0.008 0.016 0.094
O 0.584 0.682 2.662 -0.236 0.131 0.032
H 2.655 0.801 1.110 -0.009 -0.078 -0.062
H 4.104 -2.702 3.525 -0.006 -0.007 0.004
H 4.917 -2.278 5.838 0.001 -0.007 -0.007
H 4.268 -0.207 7.009 -0.001 0.005 0.007
H 2.801 1.453 5.872 -0.015 0.022 0.014
C 2.458 -3.032 -2.913 0.087 -0.024 -0.014
C 1.748 -4.185 -2.179 0.039 -0.052 0.011
C 0.952 -3.488 -1.066 -0.114 0.136 -0.007
O 0.998 -2.082 -1.367 0.155 -0.085 -0.017
C 2.292 -1.864 -1.955 -0.130 0.026 -0.013
H 1.972 -2.822 -3.867 -0.023 0.025 0.017
H 3.508 -3.247 -3.108 -0.006 -0.004 -0.019
H 2.464 -4.883 -1.749 -0.004 0.005 -0.002
H 1.099 -4.742 -2.854 -0.007 -0.005 0.011
H 1.389 -3.655 -0.081 0.033 -0.031 -0.040
H -0.099 -3.778 -1.043 0.001 -0.011 0.019
H 3.058 -1.875 -1.178 0.003 -0.028 -0.007
H 2.274 -0.889 -2.437 0.031 0.034 0.003
C 2.344 2.720 -3.551 0.001 -0.001 -0.027
C 1.681 1.764 -4.316 -0.007 0.003 0.041
C 0.710 0.965 -3.749 0.064 0.037 -0.057
C 0.382 1.111 -2.384 -0.142 -0.152 0.147
C 1.086 2.060 -1.617 0.103 0.076 0.028
C 2.046 2.861 -2.199 -0.039 -0.030 0.025
N -0.502 0.294 -1.728 0.047 0.051 -0.272
C -1.490 -0.381 -2.432 0.126 0.156 0.119
C -1.946 -1.606 -1.936 -0.063 -0.192 0.096
C -2.948 -2.296 -2.592 -0.002 0.002 0.005
C -3.544 -1.759 -3.729 0.021 -0.012 0.011
C -3.129 -0.521 -4.205 0.026 -0.004 0.065
C -2.109 0.164 -3.567 -0.113 0.029 -0.050
H 3.110 3.337 -4.002 0.006 0.007 -0.006
H 1.942 1.626 -5.356 0.013 0.005 -0.010
H 0.246 0.180 -4.330 0.031 0.003 0.011
H 0.867 2.166 -0.558 -0.004 0.004 -0.029
H 2.575 3.583 -1.592 0.010 0.015 0.004
H -1.487 -2.021 -1.046 -0.026 0.059 -0.068
H -3.272 -3.254 -2.207 -0.011 -0.013 -0.010
H -4.337 -2.296 -4.232 -0.008 -0.008 0.001
H -3.610 -0.079 -5.066 -0.009 0.001 -0.012
H -1.825 1.149 -3.908 -0.025 0.001 0.009
```
Positions in Å, forces in eV/Å.

Summary:
LUMO (alpha / beta) ... 0.3 / -2.4 eV
Multiplicity ... 6
Total charge ... 0
Relative energy (zero: lowest compared OMol25 entry of this formula, charge and spin) ... 2.49 kcal per mole
HOMO (alpha / beta) ... -8.18 / -8.47 eV

Löwdin population analysis, charges in e, atoms 1 to 6: atom 1 (Ru): 1.210, atom 2 (C): -0.535, atom 3 (C): -0.526, atom 4 (S): 0.885, atom 5 (C): -0.515, atom 6 (C): -0.497

(4)
Formula: C28H35BeN5P2Se
Source: OMol25
Level of theory: ωB97M-V with the def2-TZVPD basis set

```
72
Properties=species:S:1:pos:R:3:forces:R:3
Be 1.755 -0.149 0.574 -2.458 -0.237 1.062
C -1.751 1.873 -0.769 0.105 -1.472 -0.232
C -2.015 0.999 -1.755 0.291 -0.080 1.054
C -1.215 0.902 -3.017 0.176 0.209 -0.870
C 0.001 -0.065 -3.147 -1.002 -0.058 -0.229
C 1.097 -0.060 -2.152 0.580 0.889 1.867
C 1.399 0.951 -1.292 -0.092 -1.039 -0.829
C 0.819 2.331 -1.400 0.031 1.191 0.820
C -0.533 2.733 -0.713 0.558 0.838 0.333
C 2.223 -1.735 0.704 0.959 -0.208 -0.426
H -2.348 1.875 0.152 0.033 -0.011 -0.508
H -2.822 0.265 -1.650 0.101 0.460 0.045
H -0.875 1.908 -3.313 -0.309 -0.350 -0.014
H -1.917 0.552 -3.795 0.304 0.299 0.216
H -0.382 -1.089 -3.180 -0.013 -0.014 0.066
H 0.401 0.095 -4.154 0.213 0.008 0.029
H 1.619 -1.002 -2.058 0.256 -0.026 0.035
H 2.304 0.855 -0.583 -0.556 0.285 -1.284
H 0.770 2.699 -2.428 0.268 -0.550 -0.014
H 1.562 2.988 -0.917 -0.257 -0.032 -0.225
H -0.309 2.938 0.348 -0.190 -0.140 -0.349
H -0.780 3.722 -1.146 0.114 -0.226 0.210
H 2.268 -2.074 1.747 0.056 0.175 -0.247
H 3.226 -1.778 0.267 0.165 -0.669 0.057
H 1.576 -2.433 0.158 0.109 0.149 -0.002
P 1.301 -1.084 -8.321 2.921 -0.995 -2.662
P -1.701 -0.689 -7.992 -2.996 1.493 -1.622
N 2.757 -0.143 -8.351 0.340 0.951 0.940
N 2.065 -2.390 -9.397 -0.876 -0.736 0.690
N -1.979 1.034 -7.810 0.733 0.640 0.779
N -3.407 -1.014 -8.473 0.016 -1.142 -0.053
C 0.445 -0.224 -9.702 -0.172 0.070 -0.066
C -1.034 -0.575 -9.716 -0.052 -0.367 0.133
C 3.204 0.465 -7.169 0.319 0.189 -0.952
C 4.252 1.306 -7.478 -0.514 -0.471 -0.150
C 4.473 1.219 -8.893 -1.030 -0.692 0.198
C 3.537 0.337 -9.407 0.217 0.419 0.846
C 2.209 -3.700 -8.934 0.377 -0.240 -1.136
C 2.701 -4.513 -9.961 -0.406 1.312 0.377
C 2.858 -3.666 -11.114 -0.450 0.687 1.107
C 2.465 -2.385 -10.731 -0.014 -0.661 -0.199
C -1.789 1.640 -6.565 -0.131 0.730 -0.667
C -1.931 3.012 -6.697 0.022 -0.903 -0.375
C -2.216 3.275 -8.080 0.109 -1.341 0.067
C -2.241 2.048 -8.734 0.244 0.603 0.571
C -4.307 -0.316 -9.285 -0.447 -0.799 0.161
C -5.423 -1.112 -9.519 1.365 -0.018 0.600
C -5.190 -2.368 -8.864 0.741 0.514 0.123
C -3.952 -2.285 -8.251 -0.478 0.684 -0.393
H 0.897 -0.516 -10.649 0.011 0.156 0.113
H 0.600 0.854 -9.589 -0.089 -0.095 0.208
H -1.581 0.161 -10.306 -0.122 -0.260 0.099
H -1.224 -1.557 -10.167 0.141 0.047 0.028
H 2.703 0.225 -6.241 0.178 0.104 -0.038
H 4.791 1.921 -6.778 0.056 -0.032 0.019
H 5.215 1.748 -9.463 0.076 0.003 -0.045
H 3.372 0.003 -10.420 0.109 0.131 0.258
H 1.951 -3.948 -7.916 0.014 0.022 -0.047
H 2.921 -5.570 -9.905 -0.068 0.175 0.089
H 3.207 -3.957 -12.099 -0.035 0.122 0.242
H 2.451 -1.483 -11.337 -0.027 -0.423 0.202
H -1.563 1.019 -5.710 -0.029 0.175 -0.118
H -1.838 3.740 -5.907 -0.017 -0.075 -0.039
H -2.375 4.238 -8.542 -0.042 -0.101 0.037
H -2.437 1.829 -9.779 0.149 0.177 0.382
H -4.110 0.685 -9.624 -0.058 -0.062 0.136
H -6.292 -0.837 -10.091 -0.005 0.079 -0.011
H -5.853 -3.217 -8.850 0.049 0.000 0.038
H -3.394 -3.002 -7.671 -0.110 -0.039 0.044
Se -1.152 1.281 3.747 -0.075 0.026 -0.209
C -0.111 0.784 2.432 1.459 -0.612 -1.117
N 0.653 0.426 1.588 -0.847 1.165 0.849
```
Positions in Å, forces in eV/Å.

Summary:
LUMO ... -0.1 eV
Multiplicity ... 1
Total charge ... 0
Relative energy (zero: lowest compared OMol25 entry of this formula, charge and spin) ... 8.05 kcal per mole
HOMO ... -8.16 eV

Löwdin population analysis, charges in e, atoms 1 to 6: atom 1 (Be): 0.232, atom 2 (C): -0.104, atom 3 (C): -0.095, atom 4 (C): -0.200, atom 5 (C): -0.161, atom 6 (C): -0.060

Going through the records in order, we get maximum force values of 0.058; 0.032; 0.009; 0.079 Eh/bohr.